# 1
Below is C22H35HgNO32PS6 as an isolated structure at a distorted geometry, with properties calculated with ωB97M-V/def2-TZVPD.

The value obtained for the energy relative to the best compared isomer or geometry (same formula, charge and spin) is 75.7 kcal/mol. The orbital gap comes out at 6.526 eV. Its charge is -1. As for the largest force on an atom: 5.02 eV Å⁻¹.

CARTESIAN COORDINATES (ANGSTROEM)
Hg (-1.3042, -2.1438, 1.2432)
P (-0.0873, -0.2778, 0.2533)
O (-0.1536, -1.6535, -0.5714)
O (0.7491, 0.7758, -0.4147)
O (0.3354, -0.8614, 1.6696)
O (-1.5453, 0.0009, 0.5408)
C (1.0996, -1.4787, 4.7785)
C (0.9516, -2.7691, 5.6672)
O (2.1393, -2.8273, 6.3580)
S (2.9499, -1.3595, 6.5312)
O (4.1598, -1.2309, 5.7798)
O (2.9227, -0.9918, 7.9112)
O (1.8361, -0.5732, 5.6001)
H (0.0974, -1.1049, 4.5687)
H (1.6433, -1.7283, 3.8674)
H (0.8466, -3.6263, 5.0022)
H (0.0111, -2.7327, 6.2170)
C (2.8891, -2.3204, -0.0194)
C (2.9523, -3.1975, 1.3274)
O (4.0400, -4.0606, 1.2820)
S (5.1232, -3.6088, 0.0106)
O (5.4572, -4.8154, -0.7771)
O (6.2271, -2.8468, 0.6149)
O (4.0676, -2.5208, -0.6898)
H (2.7244, -1.2665, 0.2047)
H (2.0732, -2.8146, -0.5467)
H (2.0821, -3.7747, 1.6399)
H (3.2243, -2.4935, 2.1139)
C (-2.8303, 1.4193, 2.5166)
C (-2.9612, 2.3776, 1.2963)
O (-4.1054, 3.1815, 1.4866)
S (-4.8015, 3.0144, 2.9858)
O (-6.0025, 2.1304, 2.9474)
O (-5.0483, 4.3330, 3.5556)
O (-3.4394, 2.2435, 3.5116)
H (-1.8047, 1.1446, 2.7632)
H (-3.4669, 0.5698, 2.2691)
H (-3.1236, 1.8231, 0.3720)
H (-2.1356, 3.0563, 1.0823)
C (-0.6796, -4.3387, -2.1255)
C (-0.5644, -5.6150, -1.2462)
O (-0.8627, -6.6778, -2.1083)
S (-0.4016, -6.3555, -3.6666)
O (-1.4982, -6.7450, -4.5854)
O (0.9454, -6.9263, -3.8363)
O (-0.3683, -4.7182, -3.4711)
H (0.1250, -3.6383, -1.9017)
H (-1.6338, -3.8124, -2.1522)
H (-1.1021, -5.6606, -0.2992)
H (0.4868, -5.8435, -1.0708)
C (3.2838, 0.5408, -1.8963)
C (3.1415, 1.9332, -2.4484)
O (4.4437, 2.4031, -2.7065)
S (5.5258, 1.2684, -3.0140)
O (6.5586, 1.2433, -1.9791)
O (6.0154, 1.1927, -4.4095)
O (4.2750, 0.0334, -2.7751)
H (2.3848, -0.0708, -1.9732)
H (3.6024, 0.7304, -0.8713)
H (2.7301, 2.5523, -1.6512)
H (2.5072, 1.9113, -3.3345)
C (-1.6396, 2.1386, -2.3274)
C (-0.8342, 1.1337, -3.0757)
O (-1.5291, 1.1572, -4.3543)
S (-2.7048, 2.3069, -4.4977)
O (-3.8630, 1.7225, -5.1529)
O (-2.1677, 3.5775, -4.8918)
O (-2.8719, 2.2793, -2.9046)
H (-1.0470, 3.0457, -2.2083)
H (-1.8152, 1.8663, -1.2867)
H (-0.9411, 0.1512, -2.6161)
H (0.2399, 1.2370, -3.2304)
C (0.7208, 3.7832, 1.9091)
C (1.2556, 3.9244, 0.6890)
C (1.6921, 5.1381, 0.1489)
C (1.5860, 6.2514, 1.0950)
C (0.9065, 6.1404, 2.3267)
C (0.5753, 4.8875, 2.7624)
N (2.2233, 7.5363, 0.8196)
O (2.1500, 8.4298, 1.6492)
O (2.8401, 7.6041, -0.2703)
H (0.4498, 2.7882, 2.2299)
H (1.5155, 3.0566, 0.1011)
H (2.2980, 5.1139, -0.7448)
H (0.7750, 6.9898, 2.9807)
H (0.1234, 4.6750, 3.7200)
O (-3.4061, -2.3250, 0.0677)
C (-4.0822, -1.9436, -0.8372)
O (-5.3093, -2.5488, -1.2000)
C (-5.6830, -2.1746, -2.4456)
C (-4.9591, -0.8731, -2.7047)
C (-3.8459, -0.7680, -1.7201)
H (-6.7726, -2.1954, -2.4687)
H (-5.3452, -2.9016, -3.1841)
H (-5.6759, -0.0635, -2.5675)
H (-4.6964, -0.8103, -3.7607)
H (-3.9607, 0.1950, -1.2225)
H (-2.9084, -0.9239, -2.2540)

# 2
Below is C22H35MgO11 as an isolated structure at a distorted geometry, with properties calculated with ωB97M-V/def2-TZVPD.

The value obtained for the energy relative to the best compared isomer or geometry (same formula, charge and spin) is 3.1 kcal/mol. The orbital gap comes out at 6.984 eV. Its charge is +1. As for the largest force on an atom: 6.60 eV Å⁻¹.

CARTESIAN COORDINATES (ANGSTROEM)
Mg (-0.6409, -0.5774, 0.1303)
C (-0.7946, -4.1482, 0.5571)
C (-1.9349, -3.3577, 1.1516)
O (-1.6662, -2.0140, 0.9700)
H (-0.9417, -5.2252, 0.6381)
H (0.1293, -3.9628, 1.1050)
H (-0.6067, -3.9567, -0.4993)
H (-1.9369, -3.6741, 2.1946)
H (-2.8857, -3.7606, 0.8027)
O (-2.1355, -0.0124, -1.0738)
C (-2.9900, 0.6057, -1.6951)
O (-2.9071, 0.6652, -2.9968)
C (-3.9623, 1.3685, -3.6172)
C (-4.7981, 1.8546, -2.4615)
C (-4.1884, 1.3942, -1.1843)
H (-4.4823, 0.7484, -4.3474)
H (-3.6146, 2.2299, -4.1873)
H (-5.7717, 1.3686, -2.5239)
H (-4.9704, 2.9308, -2.4498)
H (-4.8617, 0.7620, -0.6054)
H (-3.8065, 2.2331, -0.6024)
O (0.9591, -0.8474, 1.1491)
C (1.8322, -0.9783, 1.9964)
O (1.9906, -2.1582, 2.5984)
C (2.9974, -2.1195, 3.5914)
C (3.1396, -0.6273, 3.8702)
C (2.7738, 0.0925, 2.5702)
H (3.9609, -2.5021, 3.2547)
H (2.7921, -2.6263, 4.5344)
H (4.1485, -0.3996, 4.2142)
H (2.4987, -0.3436, 4.7049)
H (3.6192, 0.1967, 1.8901)
H (2.2111, 1.0052, 2.7662)
O (0.1229, -1.4802, -1.4625)
C (1.1138, -2.0671, -1.9949)
O (2.2656, -1.5013, -2.3193)
C (3.2141, -2.4007, -2.9371)
C (2.2908, -3.5497, -3.4163)
C (1.1336, -3.5107, -2.4433)
H (3.9598, -2.7767, -2.2366)
H (3.7291, -1.9098, -3.7628)
H (2.7948, -4.5131, -3.3390)
H (1.8677, -3.3112, -4.3921)
H (1.2856, -4.1288, -1.5585)
H (0.1652, -3.7612, -2.8763)
O (-1.3364, 1.0568, 1.2771)
C (-1.7869, 1.9051, 2.0164)
O (-3.0864, 2.3755, 1.7674)
C (-3.5326, 3.2140, 2.7961)
C (-2.4117, 3.2769, 3.8269)
C (-1.2447, 2.5682, 3.2408)
H (-4.4594, 2.8674, 3.2532)
H (-3.6892, 4.1992, 2.3568)
H (-2.8236, 2.7382, 4.6804)
H (-2.1993, 4.3019, 4.1307)
H (-0.8996, 1.7417, 3.8620)
H (-0.5284, 3.3394, 2.9577)
O (0.5280, 0.9392, -0.5813)
C (1.4630, 1.5961, -1.1579)
O (1.3976, 1.8579, -2.4969)
C (2.5571, 2.4189, -2.9472)
C (3.2775, 2.8894, -1.6689)
C (2.8019, 2.0082, -0.6005)
H (2.4237, 3.2543, -3.6345)
H (3.1387, 1.7449, -3.5761)
H (2.9384, 3.8960, -1.4242)
H (4.3668, 2.9259, -1.6826)
H (2.6168, 2.5274, 0.3398)
H (3.3892, 1.1037, -0.4419)

# 3
Below is C22H35MnN7O as an isolated structure, with properties calculated with ωB97M-V/def2-TZVPD.

Its spin multiplicity is 6. Its expectation value of S² is 8.756. The value obtained for the energy relative to the best compared isomer or geometry (same formula, charge and spin) is 12.0 kcal/mol. The orbital gap (alpha / beta) comes out at 7.355 / 7.219 eV. Its charge is +2. As for the largest force on an atom: 0.91 eV Å⁻¹.

CARTESIAN COORDINATES (ANGSTROEM)
Mn (0.4497, -1.3572, 0.0453)
C (-4.8108, 0.5089, -0.8317)
N (-3.3856, 0.6543, -0.5642)
C (-2.7618, 1.8220, -1.1615)
C (-2.6448, -0.3550, -0.0484)
N (-1.3880, -0.5706, -0.3987)
C (-1.0808, -0.4234, -1.7968)
C (-1.9761, -0.9531, -2.7012)
C (-1.7462, -0.9433, -4.0813)
C (-0.5942, -0.3971, -4.5606)
C (0.3656, 0.1581, -3.6820)
C (1.4797, 0.8141, -4.2519)
C (2.3588, 1.4841, -3.4664)
C (2.2228, 1.4369, -2.0726)
C (1.2145, 0.7327, -1.4462)
N (1.1341, 0.6003, -0.0356)
C (2.0475, 1.0931, 0.8162)
N (3.3883, 0.9774, 0.6821)
C (3.9952, -0.0979, -0.0819)
C (4.3189, 2.0131, 1.1256)
N (1.5800, 1.6822, 1.9280)
C (0.2005, 2.1513, 1.9881)
C (2.3012, 1.6894, 3.1944)
C (0.1680, 0.1284, -2.2629)
N (-3.1956, -1.1196, 0.9122)
C (-2.6774, -2.4656, 1.1587)
C (-4.2122, -0.6334, 1.8344)
H (-4.9944, 0.7698, -1.8757)
H (-5.4157, 1.1639, -0.2028)
H (-5.1229, -0.5218, -0.6801)
H (-3.3595, 2.6969, -0.9069)
H (-2.6997, 1.7403, -2.2494)
H (-1.7574, 1.9536, -0.7614)
H (-2.8873, -1.4060, -2.3282)
H (-2.4822, -1.3633, -4.7534)
H (-0.3996, -0.3605, -5.6242)
H (1.5831, 0.8166, -5.3286)
H (3.1729, 2.0438, -3.9068)
H (2.9269, 1.9890, -1.4689)
H (3.2871, -0.9136, -0.2181)
H (4.8554, -0.4731, 0.4736)
H (4.3334, 0.2356, -1.0642)
H (3.7748, 2.9009, 1.4348)
H (4.9631, 2.2822, 0.2865)
H (4.9506, 1.6682, 1.9449)
H (-0.4733, 1.3610, 2.3302)
H (-0.1212, 2.4858, 1.0073)
H (0.1526, 2.9853, 2.6861)
H (3.1348, 0.9930, 3.1563)
H (1.6152, 1.3749, 3.9822)
H (2.6742, 2.6824, 3.4468)
H (-2.4117, -2.9482, 0.2212)
H (-3.4647, -3.0602, 1.6199)
H (-1.8186, -2.4524, 1.8422)
H (-4.3121, 0.4443, 1.7458)
H (-3.9042, -0.8637, 2.8555)
H (-5.1800, -1.1023, 1.6509)
O (1.5397, -2.9428, -0.9508)
H (1.7451, -3.8362, -0.6494)
H (1.7648, -2.9038, -1.8903)
C (1.3646, -2.8376, 4.4435)
C (1.0748, -2.3698, 3.1037)
N (0.8326, -1.9941, 2.0475)
H (2.4417, -2.8409, 4.6059)
H (0.9781, -3.8489, 4.5653)
H (0.8876, -2.1781, 5.1677)